1.
Computed, not measured: C8H6ClI2NO as an isolated structure, with ωB97M-V/def2-TZVPD.

```
19
Properties=species:S:1:pos:R:3:forces:R:3
C 0.203873 1.420875 0.063812 -0.132 0.186 -0.476
C -1.198714 1.415211 0.069798 2.565 -2.784 0.329
C 0.206534 -0.900205 -0.352391 0.490 3.120 1.311
C 0.927808 0.275584 -0.112538 0.441 -2.562 -1.129
C -1.729791 0.136976 0.042160 -3.564 0.262 0.829
C 2.425804 0.214741 -0.365955 0.518 0.416 1.065
C 3.241094 -1.032894 0.078131 0.348 1.538 -3.051
C -3.594168 -0.077881 0.417462 4.317 -0.103 -0.627
N -1.065836 -0.954139 -0.197301 -3.058 0.053 0.267
O 2.963569 1.198820 -0.788189 0.453 0.693 -0.523
Cl -3.774376 0.161743 2.161337 -0.114 0.252 -0.419
I -3.969052 -2.086741 -0.098755 -0.435 -0.071 -0.056
I -4.499549 1.349747 -0.824488 -0.478 0.152 0.056
H 0.847144 2.264083 0.058580 -0.096 1.305 0.258
H -1.717895 2.281139 0.156297 -1.681 2.288 0.271
H 0.582088 -1.777203 -0.642319 2.203 -3.245 -1.030
H 3.121829 -1.750515 -0.753519 0.050 -0.091 0.544
H 2.688640 -1.313933 0.899652 -0.439 -1.420 2.206
H 4.340989 -0.825405 0.188232 -1.389 0.010 0.173
```
Forces are in eV/Å.

Results
spin multiplicity: 1
E: -40652.1313 eV
highest occupied orbital energy: -0.3438 Ha
energy relative to the best compared isomer or geometry (same formula, charge and spin): 21.4 kcal per mole
orbital gap: 9.02 eV

Atomic partial charges in e from the natural (NBO) method, atoms 1 to 8: number 1, C, carries -0.108; number 2, C, carries -0.288; number 3, C, carries 0.086; number 4, C, carries -0.199; number 5, C, carries 0.299; number 6, C, carries 0.586; number 7, C, carries -0.706; number 8, C, carries -0.550

2.
Computed, not measured: C2H5IO as an isolated structure, with ωB97M-V/def2-TZVPD.

```
9
Properties=species:S:1:pos:R:3:forces:R:3
C 0.069441 -0.601446 0.128092 1.808 -1.429 1.505
C -0.802613 0.508582 -0.341912 -2.306 -1.549 -5.440
O -0.420297 1.753914 -0.040392 -0.338 2.093 1.350
I -2.898662 -0.031783 0.049616 0.047 0.349 0.495
H 1.157944 -0.439548 -0.299119 -2.139 -0.478 0.805
H 0.152438 -0.553314 1.310339 -0.141 -0.151 -2.344
H -0.361671 -1.663689 -0.152558 1.029 2.363 0.400
H -0.996709 0.366022 -1.750256 1.058 0.519 4.057
H -1.106419 2.408521 0.294848 0.982 -1.718 -0.828
```
Forces are in eV/Å.

Results
spin multiplicity: 1
E: -12301.3140 eV
highest occupied orbital energy: -0.3363 Ha
energy relative to the best compared isomer or geometry (same formula, charge and spin): 36.0 kcal per mole
orbital gap: 9.52 eV

Atomic partial charges in e from the natural (NBO) method, atoms 1 to 8: number 1, C, carries -0.698; number 2, C, carries 0.076; number 3, O, carries -0.733; number 4, I, carries -0.005; number 5, H, carries 0.236; number 6, H, carries 0.223; number 7, H, carries 0.248; number 8, H, carries 0.141

3.
Computed, not measured: an isolated ion of composition H3N4O2 and charge -1, with ωB97M-V/def2-TZVPD.

```
9
Properties=species:S:1:pos:R:3:forces:R:3
N 1.592704 0.654900 0.166338 -1.484 0.542 -1.061
N -0.939871 1.275211 -0.243297 1.425 -0.344 0.053
N -2.017006 0.476310 -0.109303 0.376 -1.869 0.967
N 0.408803 0.184493 0.015072 0.871 0.398 0.977
O 0.217785 -1.075453 -0.096663 -0.162 0.637 -0.400
O 2.590750 -0.279426 -0.205432 1.314 3.188 0.140
H -1.691715 -0.492828 -0.347037 -0.780 0.621 -0.484
H -2.335648 0.330448 0.886287 0.225 0.488 -0.516
H 2.174198 -1.073652 -0.065962 -1.784 -3.662 0.323
```
Forces are in eV/Å.

Results
structure (SMILES): N[N-][N+](=O)[N-]O
spin multiplicity: 1
E: -10098.6993 eV
highest occupied orbital energy: -0.0945 Ha
energy relative to the best compared isomer or geometry (same formula, charge and spin): 39.5 kcal per mole
orbital gap: 7.25 eV
net charge: -1

Atomic partial charges in e from the natural (NBO) method, atoms 1 to 8: number 1, N, carries -0.054; number 2, N, carries -0.361; number 3, N, carries -0.658; number 4, N, carries 0.254; number 5, O, carries -0.643; number 6, O, carries -0.608; number 7, H, carries 0.353; number 8, H, carries 0.260

4.
Computed, not measured: C48H36AsN4O12PS3Ti as an isolated structure, with ωB97M-V/def2-TZVPD.

```
106
Properties=species:S:1:pos:R:3:forces:R:3
Ti -0.512414 1.570674 0.498232 -0.438 0.420 -1.463
O -2.054373 1.075797 1.100970 -1.863 -1.419 1.654
C -3.001675 0.495075 1.824624 -0.570 -0.372 0.673
C -4.230167 0.214020 1.218053 0.356 0.096 -0.105
C -5.245070 -0.392838 1.929700 -0.111 -0.052 -0.009
C -5.073445 -0.718357 3.265826 -0.125 0.004 0.072
C -3.878562 -0.411647 3.893630 0.089 -0.023 0.020
C -2.829714 0.178083 3.199010 0.172 0.402 -0.732
C -1.576704 0.540689 3.879329 0.256 -0.085 -0.065
N -0.351244 0.233128 3.512459 -0.128 0.033 -0.144
C 0.481428 0.861466 4.407451 -0.101 -0.053 -0.112
C -0.252984 1.541488 5.324789 0.127 0.036 0.145
N -1.566034 1.304454 5.001849 -0.081 0.030 0.006
H -4.356413 0.489229 0.177813 0.012 -0.026 -0.009
H -6.182830 -0.613847 1.436031 0.003 -0.017 -0.029
H -5.869874 -1.206046 3.813300 0.009 0.008 0.027
H -3.734986 -0.660090 4.938777 0.037 -0.006 0.013
H 1.551122 0.815150 4.299813 0.052 0.007 0.018
H 0.041651 2.160594 6.152560 -0.054 0.050 0.012
H -2.351696 1.855247 5.299259 -0.022 0.015 -0.001
S -0.152214 -1.473279 -2.009022 -0.073 -0.435 -0.120
C 0.244249 -3.114085 -1.458192 -0.104 0.505 0.021
C 0.345532 -4.140823 -2.387514 0.046 -0.162 0.076
C 0.647292 -5.423990 -1.958257 0.020 0.026 -0.002
C 0.844826 -5.654700 -0.606540 0.016 -0.091 -0.015
C 0.751323 -4.618229 0.313220 -0.045 0.165 0.235
C 0.448203 -3.322739 -0.089609 -0.288 0.113 -0.250
As 0.148800 -1.723296 1.119496 0.677 -1.565 0.225
C 2.084156 -1.489547 1.375758 0.147 0.112 0.066
C 2.915581 -1.461019 0.259058 -0.065 0.029 -0.051
C 4.278722 -1.253860 0.396756 0.040 0.013 -0.015
C 4.833591 -1.055330 1.652184 0.069 0.012 0.024
C 4.016204 -1.067968 2.769262 0.080 -0.065 -0.015
C 2.654600 -1.291005 2.628338 -0.129 0.213 -0.016
C -0.155613 -2.845343 2.733785 -0.130 0.073 0.057
C -1.456979 -2.912763 3.224065 0.032 0.072 -0.223
C -1.755368 -3.604535 4.387481 -0.093 -0.022 0.077
C -0.754466 -4.261544 5.087088 0.052 -0.038 -0.053
C 0.537881 -4.254084 4.582069 -0.043 -0.027 0.050
C 0.828745 -3.556763 3.417655 0.063 0.018 -0.032
H 0.174470 -3.930425 -3.434919 -0.043 0.044 0.001
H 0.710334 -6.236837 -2.671165 -0.006 -0.015 0.001
H 1.049738 -6.661254 -0.260676 0.047 0.016 0.043
H 0.890063 -4.835049 1.363525 -0.015 -0.058 -0.027
H 2.485640 -1.574343 -0.730033 0.049 -0.045 0.001
H 4.915571 -1.238156 -0.479782 -0.030 0.002 -0.044
H 5.896741 -0.872472 1.755191 0.002 -0.011 -0.001
H 4.443598 -0.897781 3.750982 -0.057 0.006 0.011
H 2.018744 -1.296436 3.502356 0.012 0.054 0.050
H -2.245298 -2.423584 2.667613 -0.080 0.029 0.064
H -2.775898 -3.629406 4.751633 -0.017 0.021 -0.027
H -0.976818 -4.789555 6.007255 -0.028 -0.002 -0.015
H 1.325382 -4.792095 5.098046 0.012 0.020 -0.010
H 1.845569 -3.566808 3.047534 -0.012 0.004 0.017
O 2.978658 1.843854 1.516047 -0.309 -0.132 -0.169
C 2.151951 2.020090 0.651505 1.577 0.860 0.114
O 1.255990 1.132874 0.270170 1.083 -0.692 0.419
C 2.137066 3.314740 -0.183237 -0.320 -0.508 -0.194
P 1.242938 2.902240 -1.771090 0.881 0.963 -0.449
C 1.037131 4.553025 -2.554163 0.008 -0.117 0.065
C 0.244058 4.588772 -3.702010 -0.041 0.022 0.175
C 0.064716 5.771014 -4.402718 0.003 -0.012 -0.090
C 0.655311 6.942002 -3.949147 -0.006 0.008 -0.024
C 1.416367 6.921652 -2.790094 0.055 0.059 0.031
C 1.612031 5.734452 -2.098467 -0.034 0.039 -0.044
C 2.744163 2.361907 -2.719211 -0.064 -0.140 -0.055
C 2.995406 2.765095 -4.031034 -0.004 -0.011 0.057
C 4.116155 2.316486 -4.713640 0.035 0.043 -0.047
C 5.005758 1.444697 -4.106749 0.003 -0.078 -0.044
C 4.748572 1.004223 -2.817164 0.070 0.022 0.013
C 3.629491 1.452081 -2.133771 -0.075 0.048 -0.030
H 3.157097 3.672790 -0.324183 -0.033 -0.031 0.047
H 1.560677 4.058211 0.373420 -0.010 -0.027 -0.013
H -0.250182 3.677487 -4.019951 -0.039 0.014 -0.051
H -0.536837 5.775039 -5.303326 -0.044 0.021 0.020
H 0.515878 7.870706 -4.489542 -0.018 -0.007 -0.005
H 1.867167 7.836903 -2.424948 -0.007 0.001 0.019
H 2.208112 5.738954 -1.195619 0.027 -0.018 0.004
H 2.315247 3.445043 -4.524585 0.024 0.045 -0.017
H 4.300625 2.662065 -5.724197 -0.024 -0.013 -0.011
H 5.882211 1.095713 -4.639172 0.009 0.011 -0.001
H 5.431501 0.315410 -2.335611 -0.020 -0.031 0.025
H 3.442537 1.083726 -1.135331 0.079 -0.076 0.044
O -2.415012 2.168010 -2.464022 0.177 0.022 0.147
C -1.979469 1.132975 -2.000491 -0.655 -0.076 -0.958
O -0.961863 1.067785 -1.165396 -0.754 -0.282 -1.319
C -2.488069 -0.212983 -2.402186 0.326 -0.060 0.402
C -3.099093 -0.421370 -3.581409 -0.213 0.048 -0.134
C -3.457529 -1.744102 -3.999286 0.298 0.275 0.332
C -3.349898 -2.801677 -3.103330 -0.038 -0.269 0.122
C -2.757938 -2.618267 -1.877814 -0.019 0.762 -0.562
C -2.023382 -1.363416 -1.566245 0.430 -0.168 -0.087
N -2.888640 -3.600721 -0.888802 -0.305 -0.434 0.470
O -3.492357 -4.648041 -1.141538 0.114 0.035 -0.053
O -2.437576 -3.371361 0.239605 -0.013 0.063 -0.136
N -4.008285 -1.949599 -5.272409 -0.178 -0.163 -0.300
O -4.175621 -0.978102 -6.017912 0.007 -0.058 0.072
O -4.306584 -3.099046 -5.622421 0.014 0.101 0.032
H -3.351651 0.407563 -4.226184 0.078 0.077 0.025
H -3.782723 -3.759342 -3.350824 -0.010 -0.002 0.007
H -2.045915 -1.139231 -0.500993 0.011 -0.008 -0.054
O -0.432336 4.992576 2.488849 0.237 -0.241 -0.213
S -1.005126 3.755427 2.004549 -0.905 2.268 1.052
O 0.067989 2.681410 1.898803 0.526 0.356 1.430
O -2.125244 3.287877 2.796552 0.159 -0.095 0.021
S -1.482390 3.849220 0.052602 0.180 -0.471 -0.161
```
Forces are in eV/Å.

Results
spin multiplicity: 1
E: -206641.7500 eV
highest occupied orbital energy: -0.0937 Ha
energy relative to the best compared isomer or geometry (same formula, charge and spin): 22.5 kcal per mole
orbital gap: 6.64 eV
net charge: -2

Atomic partial charges in e from the Löwdin method, atoms 1 to 8: number 1, Ti, carries 0.797; number 2, O, carries -0.231; number 3, C, carries -0.262; number 4, C, carries 0.018; number 5, C, carries -0.081; number 6, C, carries -0.102; number 7, C, carries -0.054; number 8, C, carries -0.094

5.
Computed, not measured: a 6-piece molecular cluster, C5H21NO5 overall, with ωB97M-V/def2-TZVPD.

```
32
Properties=species:S:1:pos:R:3:forces:R:3
C -2.251949 1.314138 1.467184 1.146 0.339 4.416
C -1.330626 1.192088 0.356132 5.144 -0.792 2.276
C -0.293307 -0.115389 0.654692 -1.747 2.976 -2.394
C -1.101502 -1.319359 0.184133 -1.672 -2.061 -0.776
C -1.428618 -2.287826 -2.042846 1.337 -0.518 -0.255
N -0.678439 -1.887232 -1.125426 0.584 1.137 0.650
H -2.359042 0.359129 2.051971 -0.472 0.721 -0.793
H -1.844827 2.034787 2.309542 -0.457 -1.223 -1.579
H -3.154543 1.753299 1.212677 -2.122 0.471 -0.438
H -1.733044 0.993157 -0.533476 -2.057 -0.904 -3.539
H -0.752143 2.114017 0.207660 -0.005 -0.446 0.182
H 0.614978 0.092641 -0.022359 -1.062 -0.769 1.499
H -0.175910 -0.112641 1.734211 0.647 -0.129 -0.374
H -2.279447 -1.201841 0.251833 2.112 0.190 -0.191
H -0.903130 -2.227818 0.777593 -0.300 0.923 -0.171
H -1.004871 -2.802560 -2.893058 0.657 0.057 -0.257
H -2.464308 -2.288552 -2.135175 -2.297 0.511 0.650
H 1.950307 -2.870314 -1.699619 -1.326 -5.558 2.634
H 1.514585 -1.574711 -1.788689 -0.582 0.967 -0.060
O 2.209091 -2.140211 -2.107687 1.883 4.520 -2.604
H -0.246384 -2.969663 2.159931 0.773 1.194 0.580
H 0.442721 -2.312114 3.361304 0.149 0.155 -0.279
O 0.189160 -2.121208 2.443719 -0.345 -2.003 0.851
H 0.350146 2.334677 -2.620077 0.102 -0.303 -0.128
H 1.545343 3.234020 -2.750875 -0.430 -1.917 -0.760
O 1.209441 2.331628 -3.066212 0.312 2.228 0.975
H 2.922759 0.017101 2.214562 -0.184 -0.077 0.762
H 2.142247 0.448610 3.516725 1.339 -0.952 -0.785
O 2.898750 -0.114812 3.183394 -1.192 1.003 0.039
H -0.205656 4.564727 0.252356 0.385 2.016 3.643
H -1.187691 4.249853 -0.817032 0.964 -0.141 0.207
O -0.254820 4.128717 -0.531688 -1.284 -1.615 -3.981
```
Forces are in eV/Å.

Results
structure (SMILES): C=NCCCC.O.O.O.O.O
spin multiplicity: 1
E: -17249.9555 eV
highest occupied orbital energy: -0.3514 Ha
energy relative to the best compared isomer or geometry (same formula, charge and spin): 86.4 kcal per mole
orbital gap: 9.90 eV

Atomic partial charges in e from the natural (NBO) method, atoms 1 to 8: number 1, C, carries -0.610; number 2, C, carries -0.416; number 3, C, carries -0.409; number 4, C, carries -0.247; number 5, C, carries -0.049; number 6, N, carries -0.423; number 7, H, carries 0.206; number 8, H, carries 0.191

6.
Computed, not measured: C9H10 as an isolated structure, with ωB97M-V/def2-TZVPD.

```
19
Properties=species:S:1:pos:R:3:forces:R:3
C -0.575264 -0.994322 -0.382082 1.074 -0.540 -0.646
C -0.690660 0.234337 -0.878212 -1.416 -0.504 0.626
C 0.213513 1.344352 -0.290255 -2.485 0.477 1.816
C 1.900651 -0.363711 -0.633647 3.093 -1.329 -1.372
C 0.871850 -1.163326 0.070836 -0.856 0.399 -0.020
C 0.859643 -0.777312 1.337766 0.192 2.240 -2.020
C 1.441300 0.748436 0.197092 -0.031 -1.586 2.318
C -1.839575 0.636170 -1.755704 -2.155 -1.358 0.161
C 0.064472 -1.108787 2.474645 0.269 3.251 2.638
H 0.486859 1.980563 -1.131896 -0.156 0.717 0.248
H -0.477937 1.851080 0.581820 1.981 -0.592 -2.335
H 2.930806 -0.700534 -0.342165 -0.924 0.228 -0.398
H 1.837084 -0.342036 -1.730588 -0.262 0.280 0.349
H -2.550058 1.286229 -1.178285 1.006 0.409 -0.815
H -2.572457 -0.244384 -1.892672 1.568 0.916 -0.083
H -1.534710 0.970411 -2.762280 -0.307 0.345 0.609
H -0.902055 -1.429468 2.140281 -0.562 -0.702 -0.167
H -0.111605 -0.101638 3.125220 0.449 -2.496 -1.273
H 0.648143 -1.826061 3.050126 -0.478 -0.154 0.363
```
Forces are in eV/Å.

Results
spin multiplicity: 1
E: -9485.7993 eV
highest occupied orbital energy (spin up / spin down): -0.2742 / -0.2783 Ha
energy relative to the best compared isomer or geometry (same formula, charge and spin): 175.8 kcal per mole
orbital gap (spin up / spin down): 6.79 / 7.08 eV

Atomic partial charges in e from the natural (NBO) method, atoms 1 to 8: number 1, C, carries -0.110; number 2, C, carries -0.110; number 3, C, carries -0.560; number 4, C, carries -0.496; number 5, C, carries -0.100; number 6, C, carries 0.274; number 7, C, carries 0.088; number 8, C, carries -0.643